[1]
Density functional theory data (ωB97M-V/def2-TZVPD) for a structure of composition C49H43Cl3N5OPPb at a distorted geometry.

As for the max |F|: 0.08322 Eh/bohr. As for the LUMO energy: -0.8 eV. The total energy comes out at -113110.080 eV. The calculation puts the orbital gap at 6.84 eV.

Last column: Löwdin charge in e.
Positions of all 103 atoms, in Å:
Pb1 -1.02253 -0.10352 1.02520  1.352
Cl1 -2.02434 -4.03275 0.71531  0.737
Cl2 -1.69276 2.45882 -2.48408  0.582
Cl3 0.72295 2.01292 -4.16091  0.532
P1 0.19772 -3.07743 -1.50961  1.091
O1 -3.20470 -2.13659 2.38302  -0.258
N1 7.01777 5.80851 5.39245  0.149
N2 1.09408 1.07137 0.63879  -0.085
N3 -1.84997 2.08431 0.92529  -0.136
N4 -3.18455 -0.01451 -0.41743  -0.065
N5 0.01657 0.52870 3.37181  -0.043
C1 -0.93795 -3.09979 -2.91877  -0.416
C2 4.37750 1.98590 3.73774  -0.009
C3 1.24136 5.55261 -0.31855  -0.056
C4 -0.95619 -6.46839 0.67644  -0.128
C5 -0.59197 0.30531 4.52000  -0.139
C6 -4.83916 1.48286 -0.89875  -0.089
C7 -3.02754 2.25748 0.47609  -0.190
C8 2.93895 -2.66867 -1.90705  -0.118
C9 -5.13372 0.30468 -1.56065  -0.092
C10 2.06291 1.73528 1.37019  -0.319
C11 1.14257 1.59051 5.06806  -0.048
C12 -3.71335 1.24694 -0.15975  -0.455
C13 2.07993 1.82443 2.80529  -0.060
C14 -0.09898 3.10493 -3.04442  -0.983
C15 -4.65241 -2.06151 2.30379  -0.287
C16 1.15069 1.32806 3.67901  -0.264
C17 3.22297 3.98009 3.28342  -0.024
C18 -1.99577 -1.69307 -4.56698  -0.093
C19 0.67868 4.53429 0.51815  -0.055
C20 0.76924 -7.21906 -0.80446  -0.077
C21 0.40187 6.40644 -1.03535  -0.081
C22 -1.19511 3.22618 1.52052  -0.162
C23 5.37811 4.09195 4.32020  -0.213
C24 -1.54382 5.18454 -0.26389  -0.050
C25 -0.88109 -5.19474 0.09445  -0.640
C26 -2.35507 -4.06503 -4.56271  -0.068
C27 4.14186 -2.52870 -2.62285  -0.075
C28 -1.50953 -4.22152 -3.49799  -0.101
C29 1.48815 1.13063 -0.65276  -0.197
C30 0.04418 -4.88641 -0.90345  -0.368
C31 1.89547 -3.61778 -3.85272  -0.085
C32 1.79104 -3.05326 -2.55311  -0.348
C33 -0.19953 -7.50830 0.19010  -0.068
C34 3.09749 -3.59462 -4.53608  -0.089
C35 -5.24220 -3.20690 1.51837  -0.121
C36 0.11765 0.93960 5.62372  -0.067
C37 3.12318 2.06417 0.54440  -0.050
C38 4.17497 -2.95322 -3.94890  -0.105
C39 4.26804 4.74220 3.78977  -0.007
C40 -4.05086 -0.58682 -1.32321  -0.132
C41 -0.66914 4.31008 0.51816  -0.156
C42 -1.00217 6.18289 -0.99267  -0.102
C43 6.33332 4.98291 4.96976  -0.178
C44 0.82729 -5.96019 -1.33111  -0.104
C45 -1.17791 -1.82515 -3.46137  -0.105
C46 -2.58119 -2.78256 -5.14148  -0.074
C47 3.19257 2.63112 3.34984  -0.224
C48 2.77104 1.73366 -0.76704  -0.066
C49 5.43672 2.67574 4.28708  -0.011
H1 -3.47645 3.28748 0.58667  0.149
H2 6.27740 2.16132 4.67849  0.106
H3 1.96820 2.07822 5.57422  0.122
H4 -5.16914 -4.15770 1.97245  0.049
H5 -0.28665 -8.51766 0.66781  0.121
H6 1.26977 3.88407 1.11861  0.059
H7 5.11496 -2.81816 -4.53829  0.115
H8 -0.12271 0.84886 6.69278  0.104
H9 -3.79169 -1.47281 -1.77727  0.067
H10 -1.75095 -6.62298 1.36711  0.087
H11 -6.35055 -2.98252 1.42296  0.099
H12 4.40159 0.85170 3.62899  0.156
H13 -2.92590 -2.64826 3.14858  0.068
H14 2.35914 4.38260 2.86793  0.097
H15 -2.97992 -4.86132 -4.92070  0.096
H16 0.55344 3.30327 -2.22383  -0.014
H17 1.01768 -4.04293 -4.27347  0.087
H18 5.08620 -2.20164 -2.18858  0.104
H19 -1.49601 -0.35014 4.52101  0.114
H20 -1.83266 3.71198 2.23345  0.116
H21 -5.88754 0.12330 -2.28618  0.074
H22 -3.22367 -2.68175 -6.01538  0.105
H23 -4.89230 -3.27517 0.48543  0.053
H24 4.03828 2.60903 0.81851  0.123
H25 2.32626 5.62322 -0.27041  0.102
H26 4.06391 5.84513 3.94998  0.149
H27 -0.23110 4.11622 -3.42892  0.034
H28 -5.27782 2.48483 -1.01697  0.117
H29 0.78131 7.30392 -1.51784  0.099
H30 -5.03807 -2.12193 3.36008  0.126
H31 -2.04203 -0.70426 -5.03888  0.115
H32 1.49482 -5.73312 -2.18315  0.110
H33 3.16069 1.88899 -1.75581  0.086
H34 0.94040 0.67008 -1.49271  0.082
H35 -4.90532 -1.13287 1.78068  0.104
H36 2.92696 -2.36590 -0.87833  0.092
H37 -0.72650 -0.98643 -3.05303  0.060
H38 1.37278 -7.98456 -1.19736  0.087
H39 -0.33834 2.80793 2.09557  0.087
H40 -1.30007 -5.14777 -2.98246  0.100
H41 -1.57921 6.83097 -1.61167  0.096
H42 -2.57816 5.00757 -0.16474  0.079
H43 3.18566 -3.95046 -5.57368  0.112



[2]
Density functional theory data (ωB97M-V/def2-TZVPD) for a structure of composition C49H43Cl4N8O5RbS at a distorted geometry.

As for the max |F|: 0.02098 Eh/bohr. As for the total charge: -2. As for the LUMO energy: 3.4 eV. The total energy comes out at -135253.117 eV. The calculation puts the orbital gap at 4.98 eV.

Last column: Löwdin charge in e.
Positions of all 111 atoms, in Å:
Rb1 -0.08628 -0.13295 0.53422  0.972
Cl1 -0.71492 0.54842 -7.14903  0.662
Cl2 3.30573 1.37766 -3.62483  0.847
Cl3 5.04760 -2.35459 -2.82752  0.597
Cl4 4.15493 -4.80311 -0.97270  0.591
S1 -0.58574 -2.89415 -0.73724  0.844
O1 -0.32187 0.29175 -2.56867  -0.040
O2 0.10482 -2.50091 1.87072  -0.201
O3 0.71823 -3.03830 -1.44091  -0.482
O4 -1.86924 0.72139 -1.01967  -0.222
O5 4.29688 2.20881 -0.10750  -0.043
N1 2.62444 0.70633 0.53214  0.036
N2 -0.21845 1.67776 3.61246  0.162
N3 -2.44960 1.23146 4.25521  0.083
N4 -0.76151 -1.65073 4.32042  0.136
N5 0.87147 2.73126 0.65683  0.086
N6 0.43529 1.59084 -4.62570  0.055
N7 -2.58524 0.69426 3.15085  0.107
N8 2.08305 -1.34943 2.21229  0.087
C1 0.93166 2.30522 3.82695  -0.120
C2 0.91872 -1.82768 2.55703  -0.616
C3 0.03593 4.51401 -2.46427  -0.055
C4 0.99931 5.38879 -2.95255  -0.113
C5 2.73171 0.85201 -5.16090  -0.556
C6 -3.74871 -1.01379 1.96428  0.010
C7 -0.19752 3.27141 -3.03672  -0.145
C8 1.00171 -0.46564 6.10818  -0.091
C9 -1.18716 2.91969 5.40716  -0.027
C10 1.83979 -0.16300 -7.57838  -0.133
C11 0.61944 2.87016 -4.10897  -0.233
C12 -4.84664 -0.05278 3.88251  -0.039
C13 -3.75128 -0.11066 3.02143  -0.238
C14 1.72696 5.02199 -4.07291  -0.111
C15 0.50315 -1.41595 3.96479  -0.193
C16 3.05603 -2.91230 0.61521  -0.071
C17 2.71094 -1.62341 0.99777  -0.252
C18 3.83225 -0.79251 -0.98613  -0.060
C19 2.17949 3.00210 0.63185  -0.196
C20 -2.57805 -5.91042 1.29454  -0.112
C21 -1.15527 -1.27568 5.53595  -0.180
C22 -2.19239 -4.51886 0.80191  -0.306
C23 3.62717 0.25783 -6.03614  -0.109
C24 0.96232 0.45282 -6.70157  -0.585
C25 0.43668 4.97773 1.36334  -0.092
C26 1.79535 5.26441 1.31575  -0.086
C27 3.15766 1.87843 0.28803  -0.519
C28 1.37286 0.99604 -5.47779  -0.295
C29 -0.81835 -4.23116 -3.86923  -0.116
C30 -5.92671 -1.78962 2.61691  -0.098
C31 -4.83001 -1.85865 1.77145  -0.069
C32 -1.24497 1.97308 4.38865  -0.326
C33 -0.98091 -4.54879 -0.11649  -0.340
C34 -1.88906 -2.79362 -2.05901  -0.314
C35 4.15620 -2.09015 -1.34612  -0.680
C36 3.77150 -3.15178 -0.54711  -0.702
C37 0.03117 3.69976 1.01125  -0.175
C38 -1.15002 1.04298 -1.98861  -0.711
C39 3.18168 -0.24574 -7.24636  -0.100
C40 -5.93153 -0.88382 3.67234  -0.102
C41 3.10158 -0.52617 0.17298  -0.247
C42 1.41882 -0.83339 4.84640  -0.033
C43 2.67631 4.26968 0.93219  -0.014
C44 1.10152 3.25413 4.82560  -0.052
C45 -1.37615 2.45530 -2.56902  -0.044
C46 -1.29108 -2.83801 -3.45822  -0.294
C47 -0.32442 -0.67949 6.46812  -0.098
C48 0.01073 3.57437 5.62135  -0.081
C49 1.53207 3.77645 -4.64999  -0.069
H1 -6.78513 -0.83169 4.33775  0.093
H2 -4.83137 0.65167 4.70264  0.097
H3 1.74644 2.02601 3.16558  0.117
H4 2.15840 6.25023 1.58672  0.093
H5 0.08948 0.94969 -3.87623  0.069
H6 3.74305 4.42922 0.85506  0.106
H7 -0.70467 -0.38683 7.43929  0.088
H8 -1.95532 -3.86740 1.64694  0.098
H9 -6.77882 -2.43915 2.45696  0.094
H10 -0.43211 -4.22032 -4.89126  0.064
H11 -2.81613 -6.57185 0.45688  0.066
H12 -1.09865 -5.21439 -0.97544  0.091
H13 -0.56684 4.81237 -1.61374  0.097
H14 -1.92791 3.02355 -1.82124  0.106
H15 1.46708 -0.57250 -8.50706  0.092
H16 0.09562 4.32051 6.40223  0.097
H17 -1.75507 -6.36194 1.85269  0.073
H18 -0.45763 -2.13558 -3.48727  0.090
H19 -4.81443 -2.57255 0.95826  0.097
H20 3.88065 -0.71678 -7.92556  0.097
H21 -3.04516 -4.07628 0.27528  0.084
H22 -0.07966 -4.81900 0.43634  0.095
H23 2.46301 5.69594 -4.49558  0.090
H24 -2.20069 -1.46187 5.77288  0.095
H25 -0.28977 5.72488 1.65903  0.091
H26 -2.05145 2.28811 -3.41846  0.130
H27 2.73945 -3.74273 1.23263  0.113
H28 -1.64277 -4.95308 -3.83168  0.064
H29 2.11652 3.48625 -5.51556  0.104
H30 4.14250 0.03371 -1.60691  0.043
H31 4.66397 0.17158 -5.74113  0.100
H32 -2.62483 -3.59062 -1.91060  0.077
H33 2.42874 -0.67381 4.49658  0.107
H34 -2.06917 3.11501 6.00337  0.100
H35 2.06028 3.73320 4.96808  0.102
H36 1.16577 6.34408 -2.47031  0.086
H37 -1.02441 3.43738 0.99960  0.111
H38 -0.02101 -4.56487 -3.20649  0.059
H39 1.69474 -0.00765 6.80544  0.097
H40 -3.44889 -5.86826 1.95270  0.063
H41 -2.04562 -2.48015 -4.16559  0.106
H42 -2.87671 -1.06016 1.32792  0.100
H43 -2.36153 -1.82506 -1.87951  0.068



HOMO level? In order: -7.60; -1.57 eV.